(1)
The following is a quantum chemistry calculation of a single C6H9N molecule, from the OMol25 dataset.

Structure (XYZ):
```
16
Properties=species:S:1:pos:R:3:forces:R:3
C -2.49203 0.03461 -0.18708 -0.16 -0.01 0.09
C -1.06158 -0.10998 0.20013 -0.06 -0.06 0.10
C -0.11845 0.84649 0.46221 -0.05 -0.10 -0.19
C 1.15069 0.19079 0.51721 -0.05 -0.18 -0.48
C 2.33429 0.77484 -0.18594 0.29 0.11 -0.14
C 0.91233 -1.15145 0.43461 0.11 0.10 -0.18
N -0.43153 -1.33477 0.22721 -0.14 -0.06 0.04
H -3.15554 -0.45969 0.52735 -0.09 0.06 -0.09
H -2.74610 1.09711 -0.23166 -0.02 -0.19 0.07
H -2.67959 -0.38633 -1.18581 0.05 0.05 0.25
H -0.29040 1.91604 0.53784 0.00 -0.24 -0.21
H 2.08162 0.63240 -1.23852 0.16 0.22 -0.19
H 3.28313 0.23461 -0.07213 -0.14 0.39 0.46
H 2.39777 1.85375 -0.04971 0.47 -0.05 0.26
H 1.64603 -1.93835 0.33958 -0.25 -0.11 -0.06
H -0.83063 -2.20006 -0.09530 -0.12 0.07 0.27
```
Positions in Å, forces in eV/Å.

The calculation puts the orbital gap at 8.8 eV. The value obtained for the maximum force is 0.0120 hartree/bohr. Its energy above the lowest of the compared OMol25 structures with the same formula, charge and spin is 80.7 kJ/mol. The LUMO energy comes out at 1.0 eV. Its SMILES is Cc1c[nH]c(C)c1.


(2)
The following is a quantum chemistry calculation of C20H17HgN2O5 as an isolated structure, from the OMol25 dataset.

Structure (XYZ):
```
45
Properties=species:S:1:pos:R:3:forces:R:3
Hg -0.12004 0.70567 -2.14493 -0.06 -0.01 -0.02
O 0.45030 -5.35170 -3.76848 0.00 -0.03 -0.01
C 0.37057 -4.13565 -3.42943 0.00 0.02 -0.01
C -0.89131 -3.32488 -3.39797 -0.02 -0.01 0.01
O -2.01327 -3.68613 -3.74353 0.00 0.01 0.01
C -0.53822 -1.98141 -2.86573 0.02 0.02 0.00
C 0.80014 -1.93202 -2.62988 -0.04 0.02 -0.01
O 1.44176 -0.83953 -2.25601 0.04 -0.02 0.01
C 1.43885 -3.26758 -2.95265 0.03 -0.01 0.01
O 2.64385 -3.51594 -2.80591 0.00 0.01 0.01
O -1.35943 -0.92130 -2.75417 -0.01 0.00 0.02
C -2.82303 -1.13795 0.32510 0.01 0.04 0.01
C -2.62362 -0.09723 1.43228 0.00 -0.03 -0.02
C -1.32277 -0.30571 2.16598 -0.05 0.02 -0.02
C -1.27797 -1.13875 3.27717 0.01 -0.01 0.02
C -0.08248 -1.40991 3.92372 0.01 0.01 -0.02
C 1.08977 -0.84709 3.44519 -0.02 -0.02 0.02
C 1.08954 -0.00521 2.33825 0.03 0.03 -0.03
C 2.39988 0.49430 1.78102 0.00 -0.02 -0.01
C 2.93447 -0.43560 0.68672 -0.01 0.02 0.02
C -0.13274 0.27688 1.71264 0.01 -0.02 0.06
N -0.16879 1.10260 0.56975 0.00 -0.04 -0.02
C -0.11259 2.36648 0.70713 -0.02 0.00 0.02
C -0.11083 3.26698 -0.41709 -0.01 -0.04 -0.01
C -0.09153 4.65909 -0.42455 0.01 0.00 0.04
C -0.09251 5.04791 -1.77291 0.00 0.00 -0.02
C -0.11185 3.86987 -2.51550 -0.03 0.00 0.03
N -0.12704 2.79903 -1.69849 0.06 0.05 -0.08
H -3.79331 -1.01117 -0.15872 0.00 0.00 0.00
H -2.77538 -2.14781 0.73677 0.01 -0.01 -0.01
H -2.06653 -1.05626 -0.45739 -0.01 -0.03 0.01
H -3.44372 -0.16049 2.15483 0.00 0.00 0.00
H -2.65453 0.90310 0.99798 -0.01 0.01 0.01
H -2.20104 -1.58857 3.62802 0.00 0.00 0.00
H -0.06228 -2.06798 4.78417 0.00 0.00 0.00
H 2.03593 -1.07124 3.92668 0.00 0.00 0.00
H 3.12099 0.55980 2.60213 0.00 0.00 0.00
H 2.28906 1.50172 1.37715 0.00 0.00 0.01
H 3.07350 -1.44531 1.07810 0.00 0.00 -0.01
H 3.89736 -0.08020 0.31411 0.01 0.00 0.00
H 2.25799 -0.50783 -0.16784 0.00 -0.01 0.00
H -0.06165 2.82374 1.70331 0.00 0.02 0.00
H -0.08057 5.29600 0.44771 0.01 0.00 0.00
H -0.07944 6.05226 -2.16732 0.00 0.00 0.00
H -0.11551 3.74504 -3.58745 0.00 0.00 0.00
```
Positions in Å, forces in eV/Å.

Its multiplicity is 2. As for the net charge: -2. Its expectation value of S² is 0.76. The calculation puts the orbital gap (alpha / beta) at 3.0 / 5.1 eV. The value obtained for the maximum force is 0.0022 hartree/bohr. The LUMO energy (alpha / beta) comes out at 4.6 / 4.6 eV.


(3)
The following is a quantum chemistry calculation of C11H20Cl2MnO2 as an isolated structure at a distorted geometry, from the OMol25 dataset.

Structure (XYZ):
```
36
Properties=species:S:1:pos:R:3:forces:R:3
C 1.57301 -0.51908 -0.64998 -0.06 0.26 -0.76
C 1.06433 0.27411 -1.69822 -0.22 -0.73 0.18
C -0.26874 -0.09881 -1.95361 0.68 0.36 0.56
C 1.82894 1.29080 -2.41761 0.49 0.48 -0.28
C -0.59958 -1.07919 -1.00645 0.33 -0.01 -0.69
C 0.56138 -1.38780 -0.26962 -0.90 0.31 0.90
C 0.64845 -2.43509 0.76531 -0.04 -0.78 0.27
C 2.97252 -0.50483 -0.16883 0.25 -0.06 0.05
C -1.14946 0.56815 -2.95193 0.12 -0.58 -0.17
C -1.88196 -1.79374 -0.95663 -0.60 -0.14 -0.16
Mn 0.29001 0.63977 3.19050 0.78 1.16 -0.87
Cl -1.69313 3.00138 -0.74700 -0.36 0.30 0.54
Cl 2.42370 1.58360 2.69942 -0.96 -0.46 0.64
O -1.59114 1.30150 2.58061 2.64 -3.02 -1.26
H 2.55161 1.78812 -1.78644 0.35 0.21 0.41
H 1.20312 2.06937 -2.80422 -0.58 0.58 -0.28
H 2.40209 0.91808 -3.26419 0.26 -0.30 -0.45
H -1.14876 1.64044 -2.79497 -0.12 0.21 -0.12
H -2.17154 0.20156 -2.82374 -0.08 0.17 -0.24
H -0.80313 0.32830 -3.97378 -0.26 0.14 0.00
H -2.69481 -1.18127 -1.34159 -0.17 0.16 -0.05
H -2.15617 -2.07111 0.04608 -0.22 -0.21 0.72
H -1.90712 -2.71754 -1.53495 0.03 -0.43 -0.26
H -0.31990 -2.70512 1.20983 0.10 0.16 -0.08
H 1.30025 -2.17051 1.59262 0.14 0.09 0.20
H 1.05241 -3.36102 0.34351 0.12 -0.42 0.00
H 3.31448 0.52577 -0.05522 0.23 -0.01 0.08
H 3.65500 -1.01756 -0.87126 0.07 0.06 0.14
H 3.05756 -0.99442 0.80643 0.13 0.05 -0.02
H -1.60292 0.78714 1.71220 -0.54 1.49 0.90
O 0.17897 -1.07774 3.76926 -0.04 0.35 0.39
H 1.08705 -1.20126 4.06556 0.13 -0.54 0.06
C -2.61108 2.21295 2.79813 -0.71 -1.20 -0.48
H -3.18260 2.16946 1.90754 -0.94 0.67 -0.76
H -2.20533 3.16308 2.94906 0.49 1.58 0.22
H -3.17753 1.85251 3.63417 -0.51 0.09 0.65
```
Positions in Å, forces in eV/Å.

Its multiplicity is 4. As for the net charge: -2. Its expectation value of S² is 3.78. The calculation puts the orbital gap (alpha / beta) at 3.9 / 3.8 eV. The value obtained for the maximum force is 0.0818 hartree/bohr. The LUMO energy (alpha / beta) comes out at 4.8 / 4.6 eV.


(4)
The following is a quantum chemistry calculation of a 2-piece molecular cluster, C8H6BrO3 overall at a distorted geometry, from the OMol25 dataset.

Structure (XYZ):
```
18
Properties=species:S:1:pos:R:3:forces:R:3
C 2.52527 0.63130 -0.33844 -0.26 0.19 -0.89
C 1.59441 1.67320 -0.50841 -0.51 1.12 0.63
C 2.00012 -0.67075 -0.27764 2.39 -1.18 0.66
C 0.21590 1.45346 -0.40094 0.60 -2.09 0.34
C 0.67207 -0.89587 -0.06533 -1.95 -0.78 -0.01
C -0.26138 0.19109 -0.11954 1.30 -1.94 -0.27
C -2.16602 -1.55456 -0.45524 0.03 0.90 0.15
C -1.66122 -0.18169 -0.02703 0.95 0.66 1.99
O -2.03325 -1.53721 -1.69234 -0.02 -0.28 -0.40
O -2.59552 -2.31159 0.38057 -0.44 -1.14 0.25
O -1.18751 -0.10410 2.40501 1.21 0.01 -2.24
Br -2.87937 1.21071 -0.07494 -0.71 0.23 -0.05
H 3.64292 0.68341 -0.34608 -1.24 0.60 -0.14
H 1.72342 2.76364 -0.60434 1.22 -0.68 -0.09
H 2.79694 -1.52184 -0.30207 -1.81 1.39 0.21
H -0.58208 2.12733 -0.49646 -0.15 1.72 -0.28
H 0.23130 -1.92142 0.12397 0.83 1.30 -0.31
H -2.03601 -0.03511 2.79925 -1.44 -0.02 0.46
```
Positions in Å, forces in eV/Å.

As for the net charge: -1. The calculation puts the orbital gap (alpha / beta) at 7.1 / 6.9 eV. The value obtained for the maximum force is 0.0535 hartree/bohr. Its energy above the lowest of the compared OMol25 structures with the same formula, charge and spin is 283.0 kJ/mol. The LUMO energy (alpha / beta) comes out at 2.5 / 2.5 eV.